Record 1
Entry from OMol25: an isolated molecule of CH2ClN in a non-equilibrium geometry (wB97M-V/def2-TZVPD).

Last column: natural (NBO) charge in e.
Geometry (Å):
Cl (2.01014, -0.30845, -0.00036)  0.092
N (0.58183, 0.63110, -0.00060)  -0.385
C (-0.52213, 0.04026, 0.00174)  -0.070
H (-0.67381, -1.03715, 0.00065)  0.170
H (-1.39603, 0.67424, -0.00143)  0.193

## Properties
Charge: 0
Structure (SMILES): C=NCl
Energy above the lowest of the compared OMol25 structures with the same formula, charge and spin (kcal/mol): 21.0
LUMO energy (eV): 0.98
Kohn-Sham gap (hartree): 0.4141
HOMO (eV): -10.29
Spin multiplicity: 1


Record 2
Entry from OMol25: the ion CH2ClN2O2 with charge -1 in a non-equilibrium geometry (wB97M-V/def2-TZVPD).

Last column: natural (NBO) charge in e.
Geometry (Å):
C (0.03759, 0.73230, 0.27482)  -0.240
N (2.17036, 0.65528, 0.03957)  0.562
H (0.02731, -0.35503, -0.22269)  0.204
N (1.16732, 1.44156, -0.17239)  -0.443
Cl (-1.51547, 1.58018, 0.08592)  -0.123
H (0.21474, 0.66868, 1.34574)  0.183
O (3.25975, 1.22774, -0.13489)  -0.554
O (2.06723, -0.56931, 0.36324)  -0.589

## Properties
Charge: -1
Structure (SMILES): [O-][N+]([O-])=NCCl
Energy above the lowest of the compared OMol25 structures with the same formula, charge and spin (kcal/mol): 24.8
LUMO energy (eV): 3.65
Kohn-Sham gap (hartree): 0.2845
HOMO (eV): -4.10
Spin multiplicity: 1


Record 3
Entry from OMol25: a cluster of 2 separate species, CH2ClN2O2 in total in a non-equilibrium geometry (wB97M-V/def2-TZVPD).

Last column: natural (NBO) charge in e.
Geometry (Å):
H (-0.90753, -0.56218, 1.35172)  0.211
C (-0.54718, 0.07592, 0.55791)  -0.450
N (2.18425, -0.03446, 1.08553)  0.510
O (2.19808, -0.34307, -0.11153)  -0.597
N (1.11380, 0.23007, 1.67184)  -0.344
H (0.10056, -0.38045, -0.31115)  0.270
Cl (-1.12745, 1.62813, 0.44230)  -0.006
O (3.22613, 0.18237, 1.80694)  -0.593

## Properties
Charge: -1
Energy above the lowest of the compared OMol25 structures with the same formula, charge and spin (kcal/mol): 76.1
LUMO energy (spin up / spin down) (eV): 3.67 / 3.67
Kohn-Sham gap (spin up / spin down) (hartree): 0.2699 / 0.2699
HOMO (spin up / spin down) (eV): -3.68 / -3.68
Spin multiplicity: 1


Record 4
Entry from OMol25: a cluster of 2 separate species, CH2ClN2O2 in total in a non-equilibrium geometry (wB97M-V/def2-TZVPD).

Last column: natural (NBO) charge in e.
Geometry (Å):
O (-0.17099, 2.40488, 0.81826)  -0.521
H (0.36635, -1.19590, -2.80234)  -0.011
C (-0.28842, -0.81464, -0.00477)  -0.180
Cl (-1.50890, -1.70500, -0.71456)  -0.047
N (-0.47229, 0.46111, 0.01982)  -0.409
N (0.29567, 1.28804, 0.76661)  0.556
H (0.42285, -1.36423, 0.67854)  0.177
O (1.35574, 0.92574, 1.23844)  -0.565

## Properties
Charge: -1
Energy above the lowest of the compared OMol25 structures with the same formula, charge and spin (kcal/mol): 23.5
LUMO energy (spin up / spin down) (eV): 3.69 / 3.30
Kohn-Sham gap (spin up / spin down) (hartree): 0.1926 / 0.3004
HOMO (spin up / spin down) (eV): -1.55 / -4.87
Spin multiplicity: 3


Record 5
Entry from OMol25: a cluster of 2 separate species, CH2ClN2O3 in total in a non-equilibrium geometry (wB97M-V/def2-TZVPD).

Last column: natural (NBO) charge in e.
Geometry (Å):
N (-2.53292, 0.59071, -0.04114)  0.825
O (2.58459, -0.42518, 0.03391)  -0.470
Cl (-0.31054, -1.68306, -0.05000)  -0.020
H (2.31299, -1.19838, 0.57043)  0.493
O (-2.63946, 1.70023, -0.06981)  0.019
N (1.39819, 0.27811, -0.12990)  -0.244
H (1.59878, 1.21950, -0.36201)  0.420
C (0.14668, 0.03730, -0.00675)  -0.052
O (-2.55831, -0.51923, 0.05527)  0.030

## Properties
Charge: +1
Energy above the lowest of the compared OMol25 structures with the same formula, charge and spin (kcal/mol): 65.0
LUMO energy (spin up / spin down) (eV): -6.62 / -6.62
Kohn-Sham gap (spin up / spin down) (hartree): 0.2791 / 0.2791
HOMO (spin up / spin down) (eV): -14.22 / -14.22
Spin multiplicity: 1


Record 6
Entry from OMol25: a structure of composition CH2ClN3S in a non-equilibrium geometry (wB97M-V/def2-TZVPD).

Last column: natural (NBO) charge in e.
Geometry (Å):
N (-0.06985, 0.59374, -0.06898)  -0.295
Cl (-2.60359, 1.57592, -0.11774)  0.159
H (2.39240, -1.05811, -0.33958)  0.408
N (0.64244, -0.42507, -0.14942)  -0.011
S (-2.47357, -1.33166, 0.41147)  0.143
H (2.15717, 0.76734, 0.23832)  0.386
N (1.89980, -0.23461, -0.00660)  -0.604
C (-1.94480, 0.11246, 0.03254)  -0.187

## Properties
Charge: 0
Energy above the lowest of the compared OMol25 structures with the same formula, charge and spin (kcal/mol): 27.3
LUMO energy (eV): -0.32
Kohn-Sham gap (hartree): 0.3010
HOMO (eV): -8.51
Spin multiplicity: 1


Record 7
Entry from OMol25: an isolated molecule of CH2ClNO in a non-equilibrium geometry (wB97M-V/def2-TZVPD).

Last column: natural (NBO) charge in e.
Geometry (Å):
H (-0.01948, -0.20253, -1.31805)  0.270
H (-1.23964, -0.18152, 0.16388)  0.235
C (-0.13033, -0.28062, -0.13028)  -0.300
Cl (0.49688, -1.86063, 0.44839)  -0.006
O (0.16183, 1.81297, 0.69437)  -0.292
N (0.73074, 0.71232, 0.14169)  0.093

## Properties
Charge: 0
Structure (SMILES): O=NCCl
Energy above the lowest of the compared OMol25 structures with the same formula, charge and spin (kcal/mol): 93.0
LUMO energy (eV): -1.55
Kohn-Sham gap (hartree): 0.3315
HOMO (eV): -10.57
Spin multiplicity: 1


Record 8
Entry from OMol25: an isolated molecule of CH2ClNO2S in a non-equilibrium geometry (wB97M-V/def2-TZVPD).

Last column: natural (NBO) charge in e.
Geometry (Å):
O (1.06598, -0.34207, -1.75396)  -0.573
S (-1.92252, -0.05865, 0.40755)  0.587
Cl (-1.70196, 1.96853, 0.33285)  -0.188
O (-1.01508, -0.36078, -0.83171)  -0.671
H (0.46986, -0.57786, 1.36847)  0.406
N (0.86481, -0.16789, 0.57159)  -0.846
H (1.85451, -0.16221, 0.61916)  0.406
C (0.38439, -0.29907, -0.71396)  0.880

## Properties
Charge: 0
Structure (SMILES): NC(=O)OSCl
Energy above the lowest of the compared OMol25 structures with the same formula, charge and spin (kcal/mol): 10.3
LUMO energy (eV): -0.29
Kohn-Sham gap (hartree): 0.3388
HOMO (eV): -9.51
Spin multiplicity: 1


Record 9
Entry from OMol25: the ion CH2ClO3S with charge -1 in a non-equilibrium geometry (wB97M-V/def2-TZVPD).

Last column: natural (NBO) charge in e.
Geometry (Å):
O (0.66523, -1.26817, 0.85137)  -0.726
S (-0.99180, -0.37089, 0.09712)  1.135
C (0.87061, -0.01286, 0.58023)  0.345
H (0.69960, 0.13736, -1.37451)  0.498
H (1.07696, 0.70312, 1.44885)  0.124
Cl (-3.01458, 0.74529, 0.29526)  -0.630
O (1.40787, 0.39620, -0.58426)  -0.763
O (-0.71389, -0.33005, -1.31405)  -0.982

## Properties
Charge: -1
Energy above the lowest of the compared OMol25 structures with the same formula, charge and spin (kcal/mol): 29.5
LUMO energy (eV): 4.04
Kohn-Sham gap (hartree): 0.3120
HOMO (eV): -4.45
Spin multiplicity: 1


Record 10
Entry from OMol25: a cluster of 2 separate species, CH2ClO3S in total in a non-equilibrium geometry (wB97M-V/def2-TZVPD).

Last column: natural (NBO) charge in e.
Geometry (Å):
H (1.64679, -0.45857, 0.95841)  0.184
O (-1.52541, -0.84148, -1.30477)  -0.999
C (1.32624, 0.16154, 0.00183)  -0.381
H (1.50934, -0.46358, -0.96347)  0.187
O (-1.47860, -1.09232, 1.17874)  -1.001
Cl (1.97256, 1.73143, -0.04732)  -0.023
S (-1.41934, -0.18675, 0.00148)  2.026
O (-2.03158, 1.14974, 0.17510)  -0.993

## Properties
Charge: -1
Energy above the lowest of the compared OMol25 structures with the same formula, charge and spin (kcal/mol): 0.0
LUMO energy (spin up / spin down) (eV): 3.39 / 2.76
Kohn-Sham gap (spin up / spin down) (hartree): 0.1996 / 0.2901
HOMO (spin up / spin down) (eV): -2.04 / -5.14
Spin multiplicity: 3


Record 11
Entry from OMol25: an isolated molecule of CH2ClOP in a non-equilibrium geometry (wB97M-V/def2-TZVPD).

Last column: natural (NBO) charge in e.
Geometry (Å):
O (-2.46082, -0.26397, -0.09979)  -0.498
Cl (1.37978, 1.58173, 0.14074)  -0.239
C (-1.71352, 0.34496, 0.49116)  0.382
H (1.46276, -0.61004, -1.21373)  -0.034
H (0.89953, -0.97586, 0.82345)  -0.021
P (0.43227, -0.07682, -0.14182)  0.409

## Properties
Charge: 0
Structure (SMILES): O=C=[PH2]Cl
Energy above the lowest of the compared OMol25 structures with the same formula, charge and spin (kcal/mol): 26.2
LUMO energy (eV): 0.55
Kohn-Sham gap (hartree): 0.3467
HOMO (eV): -8.89
Spin multiplicity: 1


Record 12
Entry from OMol25: a cluster of 2 separate species, CH2ClPS in total in a non-equilibrium geometry (wB97M-V/def2-TZVPD).

Last column: natural (NBO) charge in e.
Geometry (Å):
P (0.74021, -1.95780, -1.16596)  0.585
S (1.25563, -1.53097, 0.78294)  0.169
Cl (3.24630, 0.56101, 0.56183)  -0.428
H (0.53588, 0.60619, -0.70322)  0.276
C (0.20167, -0.46047, -0.37011)  -0.835
H (-0.77030, -0.27494, 0.00308)  0.234

## Properties
Charge: 0
Energy above the lowest of the compared OMol25 structures with the same formula, charge and spin (kcal/mol): 62.7
LUMO energy (spin up / spin down) (eV): -1.96 / -2.73
Kohn-Sham gap (spin up / spin down) (hartree): 0.2892 / 0.2179
HOMO (spin up / spin down) (eV): -9.82 / -8.66
Spin multiplicity: 1


Record 13
Entry from OMol25: an isolated molecule of CH2ClPSi in a non-equilibrium geometry (wB97M-V/def2-TZVPD).

Last column: natural (NBO) charge in e.
Geometry (Å):
H (0.64272, -0.79158, 1.17005)  -0.220
P (3.11898, -0.05007, 0.25022)  -0.190
Si (0.78771, -0.02677, 0.05530)  0.681
Cl (-2.24953, -0.40534, 0.43590)  0.067
C (-1.09196, 0.22013, -0.66706)  -0.524
H (-1.20791, 1.05362, -1.24440)  0.186

## Properties
Charge: 0
Energy above the lowest of the compared OMol25 structures with the same formula, charge and spin (kcal/mol): 110.8
LUMO energy (spin up / spin down) (eV): -1.28 / -2.10
Kohn-Sham gap (spin up / spin down) (hartree): 0.2478 / 0.2263
HOMO (spin up / spin down) (eV): -8.02 / -8.25
Spin multiplicity: 1


Record 14
Entry from OMol25: a cluster of 2 separate species, CH2F2N2 in total in a non-equilibrium geometry (wB97M-V/def2-TZVPD).

Last column: natural (NBO) charge in e.
Geometry (Å):
F (-2.66704, 1.17364, 0.01118)  -0.260
C (-2.19746, 0.02267, 0.18279)  0.962
N (1.11299, 0.20617, -0.27668)  -0.325
F (-3.22505, -0.83188, -0.30979)  -0.358
N (-0.98547, -0.29324, 0.27104)  -0.706
H (-0.50894, -1.22143, 0.34009)  0.441
H (0.91624, 1.21258, -0.61867)  0.246

## Properties
Charge: 0
Energy above the lowest of the compared OMol25 structures with the same formula, charge and spin (kcal/mol): 105.6
LUMO energy (spin up / spin down) (eV): -0.50 / -0.75
Kohn-Sham gap (spin up / spin down) (hartree): 0.3477 / 0.3430
HOMO (spin up / spin down) (eV): -9.96 / -10.09
Spin multiplicity: 1


Record 15
Entry from OMol25: a cluster of 2 separate species, CH2F2O3S in total in a non-equilibrium geometry (wB97M-V/def2-TZVPD).

Last column: natural (NBO) charge in e.
Geometry (Å):
O (-1.13841, -0.28837, 0.38329)  -0.489
S (2.12149, 0.97306, -0.42431)  1.784
O (2.02416, -0.47202, 0.30422)  -0.310
F (1.16505, 0.68168, -1.68806)  -0.496
H (-2.97424, -1.00286, 1.13807)  0.118
H (-2.91055, 0.13002, -0.25727)  0.096
C (-2.33965, -0.34654, 0.53713)  0.273
F (2.55902, -1.44008, -0.56954)  -0.117
O (1.49313, 1.76512, 0.57648)  -0.859

## Properties
Charge: 0
Energy above the lowest of the compared OMol25 structures with the same formula, charge and spin (kcal/mol): 3.8
LUMO energy (eV): 0.13
Kohn-Sham gap (hartree): 0.3799
HOMO (eV): -10.21
Spin multiplicity: 1


Record 16
Entry from OMol25: an isolated molecule of CH2F2O4S in a non-equilibrium geometry (wB97M-V/def2-TZVPD).

Last column: natural (NBO) charge in e.
Geometry (Å):
O (0.98420, -0.56248, -0.25180)  -0.224
O (-0.72491, 0.39209, 1.16820)  -1.014
O (0.95641, 0.92024, -0.54369)  -0.481
H (-0.96987, 0.13086, 2.24509)  0.542
O (0.96169, 2.21753, 1.61195)  -0.886
F (-0.10021, -0.54041, -2.21084)  -0.349
H (-1.20125, -0.72926, -0.62560)  0.179
F (0.05741, -2.49420, -0.97195)  -0.313
C (-0.15779, -1.12031, -0.95327)  0.755
S (0.19432, 1.78594, 0.53190)  1.789

## Properties
Charge: 0
Energy above the lowest of the compared OMol25 structures with the same formula, charge and spin (kcal/mol): 28.0
LUMO energy (eV): -1.02
Kohn-Sham gap (hartree): 0.3648
HOMO (eV): -10.95
Spin multiplicity: 1


Record 17
Entry from OMol25: a cluster of 2 separate species, CH2F2S2 in total in a non-equilibrium geometry (wB97M-V/def2-TZVPD).

Last column: natural (NBO) charge in e.
Geometry (Å):
C (1.22939, -0.04341, -0.54970)  0.578
S (-2.25452, -0.42909, 0.94508)  0.026
F (1.07495, -1.06947, 0.25896)  -0.320
H (1.84269, -0.11256, -1.37146)  0.119
S (-1.80584, 0.19142, -0.86222)  -0.179
H (-1.39907, 0.35048, 1.48350)  0.106
F (1.31240, 1.11263, 0.09584)  -0.329

## Properties
Charge: 0
Energy above the lowest of the compared OMol25 structures with the same formula, charge and spin (kcal/mol): 29.1
LUMO energy (spin up / spin down) (eV): -1.57 / 0.41
Kohn-Sham gap (spin up / spin down) (hartree): 0.2526 / 0.3381
HOMO (spin up / spin down) (eV): -8.44 / -8.79
Spin multiplicity: 1


Record 18
Entry from OMol25: a cluster of 2 separate species, CH2F3N in total in a non-equilibrium geometry (wB97M-V/def2-TZVPD).

Last column: natural (NBO) charge in e.
Geometry (Å):
H (1.87643, 1.06802, -0.82410)  0.555
N (-0.55808, 0.55290, 0.44137)  -0.078
F (-1.28105, 1.36949, -0.49902)  -0.232
C (-0.64531, -0.69106, 0.44812)  0.435
F (2.31060, 0.43910, -0.38299)  -0.554
F (-1.43568, -1.42232, -0.39154)  -0.320
H (-0.26692, -1.31613, 1.20815)  0.194

## Properties
Charge: 0
Structure (SMILES): F/C=N\F.F
Energy above the lowest of the compared OMol25 structures with the same formula, charge and spin (kcal/mol): 79.4
LUMO energy (eV): 0.50
Kohn-Sham gap (hartree): 0.4599
HOMO (eV): -12.02
Spin multiplicity: 1


Record 19
Entry from OMol25: a cluster of 2 separate species, CH2F3N in total in a non-equilibrium geometry (wB97M-V/def2-TZVPD).

Last column: natural (NBO) charge in e.
Geometry (Å):
F (1.13053, -1.04527, 0.32512)  -0.274
N (-0.30257, 0.57529, 0.00869)  -0.756
H (-0.56727, 1.50945, -0.09177)  0.399
F (2.00956, 0.87489, -0.10170)  -0.299
C (0.87621, 0.18336, 0.05083)  0.972
F (-1.97977, -1.23006, 0.02212)  -0.591
H (-1.16669, -0.86766, -0.21329)  0.549

## Properties
Charge: 0
Structure (SMILES): N=C(F)F.F
Energy above the lowest of the compared OMol25 structures with the same formula, charge and spin (kcal/mol): 21.2
LUMO energy (eV): 0.56
Kohn-Sham gap (hartree): 0.4648
HOMO (eV): -12.09
Spin multiplicity: 1


Record 20
Entry from OMol25: a cluster of 2 separate species, CH2F3NO in total in a non-equilibrium geometry (wB97M-V/def2-TZVPD).

Last column: natural (NBO) charge in e.
Geometry (Å):
O (-0.86389, -0.85204, -1.40421)  -0.588
F (-2.19989, -0.76056, -3.12718)  -0.303
H (0.91504, -0.12030, 0.07574)  0.350
C (-0.91057, -0.80298, -2.82251)  1.147
F (-0.34389, 0.32355, -3.28989)  -0.341
F (-0.34943, -1.81312, -3.43893)  -0.304
N (-0.03701, -0.31454, 0.38027)  -0.313
H (-0.61155, 0.51469, 0.47156)  0.352

## Properties
Charge: 0
Energy above the lowest of the compared OMol25 structures with the same formula, charge and spin (kcal/mol): 62.6
LUMO energy (spin up / spin down) (eV): -3.03 / -3.03
Kohn-Sham gap (spin up / spin down) (hartree): 0.3087 / 0.3090
HOMO (spin up / spin down) (eV): -11.43 / -11.44
Spin multiplicity: 1